Molecular formula: C25H20AuGeNO2
Method: DFT, ωB97M-V/def2-TZVPD

Geometry (Å):
Au1 2.0646 0.3992 0.0464
O1 5.7986 2.3656 -0.0136
C1 4.6406 1.9866 0.0607
O2 4.2314 0.7724 0.0753
C2 3.5601 3.0696 0.1669
C3 3.8875 4.4175 0.1589
C4 2.8707 5.3482 0.2816
C5 1.5585 4.9080 0.4126
C6 1.3159 3.5482 0.4088
N1 2.3013 2.6592 0.2858
H1 4.9257 4.6984 0.0582
H2 3.0912 6.4077 0.2827
H3 0.7402 5.6064 0.5197
H4 0.3134 3.1491 0.5148
Ge1 -0.8396 -0.1197 0.0212
C7 -1.1021 0.6750 1.7857
C8 -2.0127 1.7286 1.8592
C9 -2.3651 2.2760 3.0832
C10 -1.8068 1.7712 4.2493
C11 -0.8933 0.7290 4.1866
C12 -0.5431 0.1809 2.9610
C13 -2.1357 -1.5748 -0.2605
C14 -2.3998 -2.4828 0.7604
C15 -3.2015 -3.5898 0.5223
C16 -3.7337 -3.7993 -0.7421
C17 -3.4780 -2.8957 -1.7639
C18 -2.6793 -1.7873 -1.5232
H5 -1.1544 0.9862 -1.0075
H6 -2.4429 2.1228 0.9438
H7 -3.0755 3.0921 3.1224
H8 -2.0834 2.1928 5.2071
H9 -0.4489 0.3437 5.0957
H10 0.1839 -0.6228 2.9165
H11 -1.9859 -2.3153 1.7494
H12 -3.4098 -4.2892 1.3223
H13 -4.3460 -4.6717 -0.9326
H14 -3.8994 -3.0608 -2.7476
H15 -2.4795 -1.0799 -2.3210
C19 0.8302 -1.0926 -0.3887
C20 0.8932 -1.9427 -1.5358
C21 0.8027 -1.4075 -2.8379
C22 0.8350 -2.2312 -3.9435
C23 0.9500 -3.6080 -3.7882
C24 1.0402 -4.1548 -2.5128
C25 1.0125 -3.3376 -1.4007
H16 0.7174 -0.3322 -2.9465
H17 0.7728 -1.7991 -4.9343
H18 0.9670 -4.2552 -4.6551
H19 1.1330 -5.2271 -2.3985
H20 1.0786 -3.7575 -0.4048

Calculated values
HOMO (alpha / beta) = -8.15 / -8.58 eV
relative energy (zero: lowest compared OMol25 entry of this formula, charge and spin) = 0.000 eV
Kohn-Sham gap (alpha / beta) = 8.6 / 6.2 eV
spin multiplicity = 3
⟨S²⟩ = 2.0252

Molecular formula: C25H20BBrIN3O6Sr
Method: DFT, ωB97M-V/def2-TZVPD

Geometry (Å):
Sr1 -1.2400 -0.5689 -0.2634
O1 -8.4698 0.9047 -0.4277
C1 -7.1269 0.6476 -0.2626
O2 -6.7760 -0.4740 -0.0467
C2 -6.2356 1.8056 -0.4179
C3 -6.5767 3.1397 -0.5291
N1 -5.4269 3.8162 -0.6538
N2 -4.3437 3.0178 -0.6284
C4 -4.8126 1.7960 -0.4828
C5 -3.8175 0.6519 -0.3634
O3 -3.4399 0.1097 -1.4233
O4 -3.3914 0.4282 0.7888
H1 -8.5891 1.8173 -0.7089
H2 -7.5248 3.6540 -0.5121
H3 -5.2948 4.8093 -0.7202
Br1 0.1011 6.7980 1.1327
C6 1.2392 5.2648 1.2340
C7 2.5907 5.5078 1.4279
C8 3.4715 4.4350 1.4993
C9 2.9997 3.1358 1.3891
C10 1.6448 2.9023 1.2105
C11 0.7546 3.9622 1.1169
I1 -1.2496 3.5138 0.7317
H4 2.9420 6.5279 1.5076
H5 4.5330 4.6188 1.6205
H6 3.6804 2.2881 1.3883
H7 1.2737 1.8898 1.0379
C12 2.4657 -1.3336 1.5171
C13 3.1315 -0.3947 0.5615
C14 4.4992 -0.2124 0.5914
C15 5.1656 0.6695 -0.2733
C16 4.3834 1.3525 -1.2098
C17 3.0127 1.2094 -1.2840
C18 2.2082 2.0030 -2.2703
C19 2.2719 0.3307 -0.3784
N3 0.9674 0.2369 -0.3750
H8 3.1872 -1.7766 2.2101
H9 1.9393 -2.1368 0.9884
H10 1.6867 -0.8209 2.0945
H11 5.0758 -0.7741 1.3257
H12 6.2428 0.7893 -0.2424
H13 4.8670 2.0389 -1.9062
H14 2.8384 2.4170 -3.0648
H15 1.6806 2.8335 -1.7814
H16 1.4241 1.3767 -2.7023
O5 -0.3192 -4.4056 -1.3730
B1 -0.7778 -3.5846 -0.2759
O6 -0.6965 -4.4628 0.8782
C20 -0.2271 -5.6654 0.4755
C21 0.0169 -6.8025 1.2160
C22 0.5024 -7.9241 0.5377
C23 0.7307 -7.8899 -0.8316
C24 0.4823 -6.7324 -1.5750
C25 0.0029 -5.6316 -0.8983
H17 -0.1605 -6.8139 2.2839
H18 0.7087 -8.8333 1.0902
H19 1.1124 -8.7723 -1.3317
H20 0.6617 -6.6891 -2.6417

Calculated values
net charge = -2
HOMO = 0.33 eV
relative energy (zero: lowest compared OMol25 entry of this formula, charge and spin) = 1.009 eV
Kohn-Sham gap = 3.0 eV

Molecular formula: C25H20BCl5CoF6N9O5S2
Method: DFT, ωB97M-V/def2-TZVPD

Geometry (Å):
Co1 -0.3074 -0.7846 -0.5767
C1 -0.3499 2.5814 -2.8171
C2 -0.0256 2.5226 -1.3746
C3 0.1889 3.6448 -0.5613
C4 0.6358 3.1438 0.6362
N1 0.6852 1.8075 0.5331
N2 0.2434 1.4194 -0.6756
B1 1.3821 0.8524 1.5214
N3 0.2768 0.1399 2.2834
C5 -0.0034 0.0654 3.5905
C6 -1.1856 -0.6248 3.7278
C7 -1.5757 -0.9665 2.4294
C8 -2.7807 -1.7570 2.0733
N4 -0.6754 -0.4850 1.5716
N5 2.1661 -0.1483 0.6369
C9 3.4805 -0.4014 0.5794
C10 3.7600 -1.0223 -0.6192
C11 2.5269 -1.1439 -1.2654
C12 2.2192 -1.6561 -2.6250
N6 1.5855 -0.6311 -0.4730
N7 2.2829 1.6773 2.4128
C13 3.4597 2.2946 2.1291
C14 3.7119 3.2173 3.1134
C15 2.6019 3.1289 3.9769
C16 2.2788 3.9396 5.1788
N8 1.7705 2.2080 3.5346
H1 -0.0736 3.5568 -3.2122
H2 -1.4153 2.4476 -2.9868
H3 0.1823 1.8083 -3.3663
H4 0.0342 4.6692 -0.8302
H5 0.9266 3.6469 1.5367
H6 0.6381 0.5213 4.3162
H7 -1.7136 -0.8511 4.6295
H8 -3.3281 -1.9956 2.9810
H9 -2.5058 -2.6937 1.5913
H10 -3.4327 -1.1968 1.4067
H11 4.1303 -0.1450 1.3887
H12 4.7132 -1.3420 -0.9848
H13 2.8481 -1.1543 -3.3577
H14 1.1789 -1.4511 -2.8724
H15 2.4036 -2.7270 -2.6960
H16 4.0333 2.0670 1.2531
H17 4.5659 3.8568 3.2138
H18 3.1812 4.2882 5.6733
H19 1.6826 3.3508 5.8705
H20 1.6901 4.8098 4.8861
F1 -2.6247 -1.9640 -5.2357
C17 -3.2387 -1.1993 -4.3316
F2 -3.6798 -1.9979 -3.3639
F3 -4.2913 -0.6455 -4.9202
S1 -2.1053 0.1798 -3.7058
O1 -1.1771 -0.4440 -2.7809
O2 -1.5499 0.7087 -4.9005
N9 -3.1064 1.1650 -3.0153
S2 -3.5750 0.8797 -1.5429
O3 -4.6748 -0.0166 -1.4439
O4 -2.4908 0.6492 -0.6079
C18 -4.2230 2.6007 -1.1383
F4 -4.8388 2.6469 0.0423
F5 -5.0757 3.0106 -2.0669
F6 -3.2093 3.4623 -1.1021
Cl1 -0.9604 -3.1433 -3.0021
C19 -0.1392 -3.7034 -1.5942
C20 0.1151 -2.8442 -0.5159
C21 0.7802 -3.4400 0.5637
Cl2 1.1730 -2.5904 1.9955
C22 1.1849 -4.7787 0.5676
Cl3 2.0323 -5.4218 1.9132
C23 0.9065 -5.5990 -0.5186
Cl4 1.3703 -7.2460 -0.5058
C24 0.2335 -5.0536 -1.6068
Cl5 -0.1281 -6.0481 -2.9534
O5 -2.8725 -2.1199 -0.9011
C25 -1.9242 -1.5327 -0.7129

Calculated values
HOMO (alpha / beta) = -9.18 / -9.18 eV
relative energy (zero: lowest compared OMol25 entry of this formula, charge and spin) = 2.992 eV
Kohn-Sham gap (alpha / beta) = 6.7 / 6.7 eV

Molecular formula: C25H20BrN5OS4TeTl
Method: DFT, ωB97M-V/def2-TZVPD

Geometry (Å):
Tl1 -10.1201 -13.7762 7.5850
O1 -15.3469 -16.5987 5.1171
C1 -14.4609 -15.6167 5.3081
C2 -14.6906 -14.5833 6.2385
C3 -13.6436 -13.6686 6.4226
N1 -12.5570 -13.5599 5.6176
C4 -12.4730 -14.4200 4.6203
Br1 -11.0974 -14.3952 3.3444
C5 -13.3478 -15.5239 4.4357
H1 -15.7653 -16.8556 5.9503
H2 -15.5880 -14.5511 6.8708
H3 -13.8152 -13.0082 7.3032
H4 -13.1061 -16.3923 3.8595
S1 -12.4936 -13.3356 9.7003
C6 -12.2703 -11.8570 10.5777
N2 -13.2535 -11.2561 11.2820
N3 -14.4625 -11.8478 11.2072
C7 -15.5746 -11.1916 11.6989
C8 -16.8293 -11.5342 11.1075
C9 -17.8770 -10.6301 11.1939
C10 -17.7713 -9.5944 12.1480
C11 -16.5477 -9.2768 12.7489
C12 -15.4610 -10.1087 12.5800
N4 -11.1148 -11.1404 10.7866
N5 -10.2676 -11.1875 9.8179
C13 -9.1102 -10.4985 10.0643
C14 -8.2161 -10.2497 9.0036
C15 -7.3030 -9.2594 9.1664
C16 -7.0624 -8.5837 10.3855
C17 -7.9366 -8.9036 11.4793
C18 -8.9651 -9.8257 11.3581
H5 -14.6814 -12.8142 10.7600
H6 -16.8811 -12.2254 10.3027
H7 -18.6405 -10.6597 10.4413
H8 -18.5868 -8.8705 12.3525
H9 -16.4650 -8.4044 13.3962
H10 -14.5684 -9.9011 13.1138
H11 -8.2334 -10.8900 8.1317
H12 -6.5756 -9.0639 8.3560
H13 -6.2720 -7.7780 10.5117
H14 -7.9214 -8.3126 12.3714
H15 -9.7246 -9.9899 12.1119
S2 -6.1863 -16.7623 7.2898
C19 -7.4257 -15.6661 7.6987
S3 -9.0259 -16.3656 7.9086
S4 -6.9969 -14.0424 7.7884
Te1 -10.8479 -10.9714 5.1466
C20 -9.4558 -9.4375 5.0179
C21 -9.9740 -8.1551 5.3176
C22 -9.3352 -6.9648 4.8808
C23 -8.0297 -7.1046 4.2995
C24 -7.5037 -8.4091 4.0809
C25 -8.1931 -9.5433 4.4027
H16 -10.9343 -8.0597 5.8185
H17 -9.8816 -6.0779 5.0014
H18 -7.4405 -6.1873 3.9722
H19 -6.5382 -8.5350 3.6178
H20 -7.7172 -10.5495 4.2553

Calculated values
net charge = -1
HOMO (alpha / beta) = -4.21 / -4.21 eV
relative energy (zero: lowest compared OMol25 entry of this formula, charge and spin) = 2.782 eV
Kohn-Sham gap (alpha / beta) = 4.5 / 4.6 eV

Molecular formula: C25H20BrN6O7PtS2
Method: DFT, ωB97M-V/def2-TZVPD

Geometry (Å):
Pt1 -0.2724 0.3047 -0.5805
O1 2.1017 -1.1371 4.6210
S1 0.8388 -1.0768 5.2844
O2 0.7958 -1.2485 6.6967
O3 -0.3263 -1.4068 4.5226
C1 -3.1848 -0.9230 2.0260
C2 -3.4786 -1.1751 3.3624
C3 -4.5411 -0.5312 3.9727
C4 -5.3153 0.3684 3.2555
C5 -5.0216 0.6198 1.9242
C6 -3.9613 -0.0209 1.3003
S2 -3.6352 0.3488 -0.4185
O4 -4.6631 1.2732 -0.8249
O5 -3.5913 -0.9111 -1.1305
O6 -2.3057 1.0191 -0.3783
H1 -2.8532 -1.8611 3.9172
H2 -4.7550 -0.7279 5.0153
H3 -6.1425 0.8792 3.7309
H4 -5.6050 1.3173 1.3397
Br1 -0.1095 -4.6894 -3.3842
C7 -0.7350 -2.9119 -3.3174
C8 -1.5660 -2.4170 -4.3070
C9 -1.9989 -1.1086 -4.1986
C10 -1.5972 -0.3518 -3.1156
N1 -0.7802 -0.8404 -2.1770
C11 -0.3496 -2.1047 -2.2664
H5 -1.8692 -3.0451 -5.1332
H6 -2.6622 -0.6748 -4.9323
H7 -1.9375 0.6623 -2.9689
H8 0.3104 -2.4560 -1.4854
N2 0.1953 1.3666 1.0168
C12 0.6306 1.8439 1.9648
C13 1.1811 2.2979 3.1690
C14 0.8376 1.5903 4.3006
N3 0.5360 0.9400 5.2199
C15 2.1196 3.3639 3.2085
N4 2.8743 4.2328 3.2511
O7 -0.2314 -2.9615 1.6897
C16 -1.1721 -2.2693 1.6312
N5 -2.1110 -1.5639 1.4158
C17 1.9629 2.9786 -1.7036
N6 2.4777 2.2875 -2.8722
C18 3.9177 2.4122 -2.9496
C19 2.0107 0.9017 -2.9817
C20 2.4299 -0.0345 -1.8616
C21 3.6890 -0.6317 -1.9436
C22 4.1843 -1.4309 -0.9260
C23 3.4131 -1.6365 0.2079
C24 2.1493 -1.0705 0.2963
C25 1.6250 -0.2836 -0.7358
H9 2.2357 4.0348 -1.7617
H10 2.3559 2.5766 -0.7578
H11 0.8760 2.8997 -1.6742
H12 4.1799 3.4698 -3.0155
H13 4.2857 1.9117 -3.8482
H14 4.4427 1.9877 -2.0793
H15 2.3889 0.5151 -3.9330
H16 0.9218 0.9379 -3.0464
H17 4.2922 -0.4614 -2.8306
H18 5.1645 -1.8828 -1.0156
H19 3.7835 -2.2422 1.0259
H20 1.5647 -1.2534 1.1886

Calculated values
net charge = -1
HOMO = -6.26 eV
relative energy (zero: lowest compared OMol25 entry of this formula, charge and spin) = 0.000 eV
Kohn-Sham gap = 8.1 eV

Molecular formula: C25H20ClFN4OPt
Method: DFT, ωB97M-V/def2-TZVPD

Geometry (Å):
Pt1 -0.1026 0.7051 0.0211
C1 -1.2031 -3.8985 0.6023
C2 -0.4345 -2.7124 0.1009
N1 -0.6642 -1.4419 0.6511
N2 -1.5223 -1.4182 1.6452
C3 -1.9228 -0.2227 2.0106
O1 -1.5587 0.8413 1.3867
C4 -2.8471 -0.0756 3.1509
C5 -3.3991 -1.1920 3.7767
C6 -4.2616 -1.0309 4.8468
C7 -4.5820 0.2433 5.2992
C8 -4.0334 1.3562 4.6785
C9 -3.1691 1.2005 3.6060
C10 0.5487 -2.8659 -0.8799
C11 0.7874 -4.1219 -1.5152
C12 1.7978 -4.2361 -2.4290
C13 2.5808 -3.1160 -2.7343
C14 2.2662 -1.9236 -2.1022
N3 1.2951 -1.7730 -1.2166
H1 -1.8164 -3.6302 1.4546
H2 -0.5243 -4.7012 0.8952
H3 -1.8598 -4.2941 -0.1780
H4 -3.1441 -2.1787 3.4159
H5 -4.6898 -1.9002 5.3284
H6 -5.2576 0.3668 6.1354
H7 -4.2822 2.3493 5.0279
H8 -2.7426 2.0583 3.1050
H9 0.1656 -4.9727 -1.2830
H10 1.9824 -5.1837 -2.9187
H11 3.3993 -3.1670 -3.4374
H12 2.8445 -1.0331 -2.3310
Cl1 1.4122 0.7979 -5.3489
C15 1.8856 1.0729 -3.7112
C16 3.1231 1.6162 -3.4074
C17 3.4427 1.7946 -2.0722
C18 2.5187 1.4579 -1.1000
N4 1.3200 0.9517 -1.4103
C19 1.0079 0.7459 -2.6952
H13 3.8121 1.8817 -4.1967
H14 4.3973 2.2045 -1.7775
H15 2.7197 1.5908 -0.0472
H16 0.0446 0.3028 -2.9025
F1 0.1996 6.7856 0.7381
C20 0.1214 5.4456 0.5634
C21 -0.0170 4.9454 -0.7132
C22 -0.0818 3.5665 -0.8818
C23 -0.0256 2.6965 0.2054
C24 0.0918 3.2483 1.4818
C25 0.1794 4.6218 1.6684
H17 -0.0711 5.6222 -1.5548
H18 -0.1926 3.1815 -1.8887
H19 0.1197 2.6011 2.3483
H20 0.2847 5.0525 2.6550

Calculated values
HOMO (alpha / beta) = -5.93 / -8.13 eV
Kohn-Sham gap (alpha / beta) = 5.9 / 6.1 eV
spin multiplicity = 3
⟨S²⟩ = 2.0373

Molecular formula: C25H20F10N4Tc
Method: DFT, ωB97M-V/def2-TZVPD

Geometry (Å):
Tc1 -0.2996 0.1390 -0.3930
C1 1.4605 0.5931 1.7824
C2 2.2645 -0.5382 0.1820
C3 1.1808 -1.5349 -0.2339
C4 0.0493 -1.8780 0.5013
C5 -0.5025 -1.0577 1.5349
C6 0.0420 0.1159 2.0076
H1 1.6931 1.4866 2.3593
H2 3.0933 -0.5241 -0.5233
H3 1.4260 -2.1923 -1.0591
H4 -0.5110 -2.7561 0.2077
H5 -1.4885 -1.3295 1.8948
H6 -0.5471 0.6658 2.7306
C7 -0.9218 2.9254 0.8804
N1 -0.5838 2.2812 -0.4106
C8 -1.7233 2.4296 -1.3580
C9 -2.8182 1.4568 -0.9449
N2 -2.2242 0.1200 -0.7175
C10 -3.1032 -0.9630 -0.6256
C11 -2.7741 -2.1540 -1.2872
F1 -1.6454 -2.2196 -2.0126
C12 -3.6060 -3.2551 -1.2752
F2 -3.2682 -4.3510 -1.9318
C13 -4.8075 -3.1976 -0.5789
F3 -5.6028 -4.2443 -0.5517
C14 -5.1642 -2.0341 0.0926
F4 -6.2927 -1.9841 0.7736
C15 -4.3228 -0.9382 0.0611
F5 -4.6699 0.1465 0.7557
C16 0.7123 2.8280 -0.8978
C17 1.9325 2.0927 -0.2709
N3 1.5473 0.7904 0.3153
C18 2.6455 -0.4896 1.7200
C19 2.6239 -1.6968 2.5844
F6 1.5265 -2.4598 2.5895
C20 3.6294 -2.0704 3.4219
F7 3.4916 -3.1470 4.1734
C21 4.8202 -1.3310 3.5130
F8 5.7773 -1.6988 4.3248
C22 4.9633 -0.1848 2.7057
F9 6.0862 0.5062 2.7571
C23 3.9610 0.1877 1.8773
F10 4.1439 1.2654 1.0934
H7 -1.1806 3.9730 0.7114
H8 -0.0623 2.8863 1.5455
H9 -1.7571 2.4179 1.3552
H10 -1.3610 2.1927 -2.3566
H11 -2.1047 3.4546 -1.3613
H12 -3.5889 1.3987 -1.7176
H13 -3.3143 1.7988 -0.0356
H14 0.7701 3.8933 -0.6632
H15 0.7312 2.7326 -1.9794
H16 2.4089 2.7062 0.4936
H17 2.6790 1.9143 -1.0448
C24 0.8664 0.1003 -4.9337
C25 0.5721 0.2208 -3.5168
N4 0.3371 0.3090 -2.3971
H18 0.0255 -0.3824 -5.4315
H19 1.7615 -0.5050 -5.0717
H20 1.0234 1.0887 -5.3643

Calculated values
net charge = +2
HOMO (alpha / beta) = -12.91 / -14.63 eV
relative energy (zero: lowest compared OMol25 entry of this formula, charge and spin) = 0.750 eV
Kohn-Sham gap (alpha / beta) = 5.0 / 7.1 eV
spin multiplicity = 2
⟨S²⟩ = 1.2006

Molecular formula: C25H20N7O2SY
Method: DFT, ωB97M-V/def2-TZVPD

Geometry (Å):
Y1 -0.1340 0.2560 -0.8198
C1 4.2473 0.6397 -2.2915
C2 4.3167 1.8800 -2.8945
C3 3.1769 2.6710 -2.9542
C4 1.9965 2.2002 -2.4102
N1 1.9305 0.9845 -1.8233
C5 3.0359 0.2299 -1.7649
C6 0.7322 2.9898 -2.4436
C7 0.6698 4.2774 -2.9596
C8 -0.5450 4.9372 -2.9595
C9 -1.6700 4.3070 -2.4511
C10 -1.5433 3.0253 -1.9461
N2 -0.3576 2.3902 -1.9422
C11 -2.6896 2.2688 -1.3702
C12 -3.9840 2.7542 -1.3610
C13 -4.9933 1.9876 -0.7943
C14 -4.6823 0.7579 -0.2449
C15 -3.3664 0.3345 -0.2866
N3 -2.3911 1.0644 -0.8419
H1 5.1121 -0.0038 -2.2211
H2 5.2465 2.2372 -3.3161
H3 3.2277 3.6397 -3.4259
H4 2.9392 -0.7228 -1.2607
H5 1.5454 4.7693 -3.3520
H6 -0.6149 5.9419 -3.3538
H7 -2.6204 4.8171 -2.4456
H8 -4.2207 3.7163 -1.7885
H9 -6.0106 2.3549 -0.7817
H10 -5.4371 0.1346 0.2118
H11 -3.0648 -0.6103 0.1488
N4 1.0825 -2.9324 6.9422
C16 0.9536 -2.4780 5.6803
C17 -0.2996 -2.4954 5.0355
C18 -0.4295 -2.0339 3.7512
C19 0.6945 -1.5448 3.0800
C20 1.9508 -1.5240 3.6978
C21 2.0769 -1.9845 4.9811
S1 0.5343 -0.9403 1.4974
O1 0.2576 0.5340 1.4372
O2 1.7159 -1.1980 0.6707
N5 -0.7485 -1.4836 0.7227
C22 -0.5464 -2.5281 -0.1848
N6 -0.5062 -3.7912 0.1845
C23 -0.3689 -4.6868 -0.7902
C24 -0.2813 -4.3341 -2.1341
C25 -0.3165 -2.9912 -2.4274
N7 -0.4419 -2.0746 -1.4553
H12 0.2941 -3.2945 7.4472
H13 1.9725 -2.9344 7.4065
H14 -1.1621 -2.8859 5.5595
H15 -1.3886 -2.0635 3.2523
H16 2.8167 -1.1569 3.1632
H17 3.0448 -1.9783 5.4646
H18 -0.3297 -5.7258 -0.4849
H19 -0.1831 -5.0786 -2.9091
H20 -0.2433 -2.6247 -3.4437

Calculated values
net charge = +2
HOMO = -12.76 eV
relative energy (zero: lowest compared OMol25 entry of this formula, charge and spin) = 0.016 eV
Kohn-Sham gap = 6.4 eV